[1]
This record from the Open Molecules 2025 dataset describes a structure of composition C35H35BF6O2S at a distorted geometry. The level of theory is ωB97M-V with the def2-TZVPD basis set.

```
80
Properties=species:S:1:pos:R:3:lowdin_charge:R:1
C 6.176 -3.139 -1.091 -0.10
C 4.997 -2.348 -0.658 -0.56
C 4.078 -1.685 -1.430 -0.13
C 3.005 -1.144 -0.668 -0.13
C 2.862 -1.626 0.613 -0.39
B 2.306 0.137 2.387 -0.77
C 1.635 -1.591 1.505 -0.17
C 1.495 -2.615 2.520 0.09
C 0.516 -3.586 2.485 -0.07
C 0.580 -4.757 3.440 -0.49
F 0.011 -5.907 2.947 0.12
F 1.869 -5.075 3.779 0.12
F -0.084 -4.470 4.611 0.11
C -0.574 -3.527 1.601 0.11
C -0.590 -2.429 0.737 -0.08
C -1.776 -2.281 -0.202 -0.49
F -2.269 -0.994 -0.173 0.11
F -1.468 -2.552 -1.510 0.12
F -2.823 -3.103 0.128 0.11
C 0.417 -1.486 0.725 0.07
O 3.531 -0.447 2.816 -0.05
C 4.656 0.436 2.768 -0.11
C 4.607 1.585 1.714 -0.47
C 4.948 2.882 2.413 -0.05
C 5.643 1.246 0.663 -0.05
C 3.239 1.840 0.989 -0.11
O 2.315 0.805 1.143 0.00
S 4.444 -2.273 1.010 1.13
H 6.174 -3.148 -2.182 0.08
H 7.124 -2.702 -0.758 0.08
H 6.120 -4.180 -0.747 0.08
H 4.188 -1.618 -2.510 0.11
H 2.313 -0.420 -1.114 0.12
H 2.248 -2.690 3.300 0.15
H -1.320 -4.316 1.551 0.14
H 0.331 -0.670 0.009 0.15
H 4.702 0.843 3.784 0.12
H 5.575 -0.161 2.613 0.12
H 5.009 3.716 1.694 0.10
H 4.162 3.127 3.144 0.06
H 5.901 2.792 2.952 0.10
H 5.730 2.052 -0.077 0.09
H 6.615 1.098 1.147 0.09
H 5.346 0.310 0.172 0.07
H 2.759 2.770 1.352 0.13
H 3.432 1.996 -0.085 0.13
C -4.114 -0.781 4.369 -0.06
C -2.665 -0.541 4.094 -0.27
C -2.336 0.067 2.875 -0.03
C -1.015 0.426 2.650 -0.02
C -0.029 0.130 3.615 -0.18
C 1.286 0.734 3.314 -0.15
C 2.161 1.010 4.503 -0.04
C 2.408 2.299 4.785 -0.06
C 3.145 2.826 5.921 -0.21
C 3.779 4.088 5.859 -0.04
C 4.485 4.583 6.935 -0.05
C 4.563 3.871 8.146 -0.27
C 5.415 4.381 9.284 -0.06
C 3.884 2.647 8.242 -0.05
C 3.196 2.116 7.155 -0.02
C -0.359 -0.500 4.804 -0.02
C -1.671 -0.854 5.041 -0.03
H -4.256 -1.243 5.347 0.07
H -4.735 0.122 4.300 0.09
H -4.476 -1.479 3.612 0.08
H -3.062 0.333 2.130 0.11
H -0.687 0.931 1.757 0.12
H 1.035 1.710 2.915 0.15
H 2.500 0.160 5.132 0.14
H 2.059 3.019 4.027 0.13
H 3.673 4.685 4.949 0.11
H 5.032 5.523 6.851 0.11
H 5.177 3.863 10.221 0.07
H 6.500 4.269 9.116 0.08
H 5.246 5.456 9.429 0.08
H 3.926 2.088 9.178 0.11
H 2.632 1.196 7.246 0.11
H 0.472 -0.695 5.529 0.13
H -1.922 -1.292 6.008 0.11
```

Computed properties:
LUMO energy = -1.345 eV
HOMO energy = -7.966 eV
frontier orbital gap = 6.62 eV
energy relative to the best compared isomer or geometry (same formula, charge and spin) = 221.5 kJ/mol

---

[2]
This record from the Open Molecules 2025 dataset describes a structure of composition C4H8O. The level of theory is ωB97M-V with the def2-TZVPD basis set.

```
13
Properties=species:S:1:pos:R:3:nbo_charge:R:1
O -1.419 -1.352 0.493 -0.89
C -0.801 0.095 -0.470 0.11
C -0.048 1.027 0.459 -0.44
C 1.272 0.372 -0.042 -0.40
C 0.397 -0.569 -0.874 -0.57
H -1.381 -1.210 1.453 0.47
H -1.742 0.295 -0.976 0.22
H -0.272 0.954 1.528 0.21
H -0.164 2.073 0.157 0.22
H 1.905 -0.084 0.728 0.19
H 1.887 1.071 -0.619 0.20
H -0.317 -1.485 0.023 0.46
H 0.613 -0.991 -1.851 0.22
```

Computed properties:
LUMO energy = 1.012 eV
HOMO energy = -8.157 eV
frontier orbital gap = 9.17 eV
energy relative to the best compared isomer or geometry (same formula, charge and spin) = 392.5 kJ/mol

---

[3]
This record from the Open Molecules 2025 dataset describes a structure of composition C35H47BaBrN4P2 at a distorted geometry. The level of theory is ωB97M-V with the def2-TZVPD basis set.

```
90
Properties=species:S:1:pos:R:3:lowdin_charge:R:1
N 2.304 4.642 -2.034 0.09
C 2.265 4.337 -0.736 -0.11
C 2.203 3.036 -0.273 -0.02
C 2.199 1.965 -1.213 -0.26
C 2.242 2.315 -2.590 -0.02
C 2.308 3.661 -2.931 -0.12
C 2.398 0.573 -0.843 -0.25
Ba -0.104 -0.149 -0.129 1.63
P -0.480 -2.989 0.239 0.71
C 2.276 -0.514 -1.682 -0.18
C 2.726 -1.864 -1.387 -0.24
C 2.895 -2.785 -2.461 -0.03
C 3.486 -4.008 -2.258 -0.10
C 3.900 -4.381 -0.968 -0.66
C 3.765 -3.496 0.104 -0.11
C 3.174 -2.249 -0.086 -0.04
Br 4.643 -6.106 -0.679 0.81
H 2.614 0.402 0.270 0.12
H 1.841 -0.370 -2.722 0.12
H 2.212 2.823 0.793 0.08
H 2.282 1.549 -3.362 0.11
H 2.289 5.163 -0.024 0.12
H 2.365 3.941 -3.987 0.13
H 2.571 -2.469 -3.451 0.12
H 3.078 -1.558 0.755 0.10
H 3.620 -4.690 -3.086 0.12
H 4.119 -3.782 1.091 0.12
P -1.673 0.381 -2.494 0.67
C 0.351 -3.045 1.815 -0.41
C 0.672 -4.489 2.169 -0.13
H -0.313 -2.584 2.562 0.09
H 1.290 -2.451 1.838 0.06
H 1.155 -4.529 3.149 0.09
H -0.224 -5.113 2.233 0.07
H 1.365 -4.945 1.456 0.07
C 0.182 -4.043 -0.974 -0.41
C -0.541 -5.370 -0.957 -0.13
H 1.251 -4.151 -0.757 0.06
H 0.137 -3.601 -1.989 0.08
H -0.080 -6.026 -1.698 0.09
H -0.459 -5.872 0.010 0.07
H -1.597 -5.276 -1.219 0.08
C -2.236 -3.001 0.362 -0.43
C -2.685 -4.046 1.367 -0.13
H -2.609 -3.221 -0.648 0.09
H -2.673 -2.018 0.634 0.05
H -3.775 -4.087 1.386 0.09
H -2.334 -5.049 1.114 0.07
H -2.356 -3.812 2.382 0.08
C -3.249 0.842 -1.884 -0.41
C -4.018 -0.131 -0.998 -0.12
H -3.740 0.999 -2.841 0.10
H -3.151 1.812 -1.384 0.09
H -5.015 0.271 -0.789 0.10
H -4.151 -1.109 -1.465 0.08
H -3.526 -0.281 -0.029 0.03
C -1.838 -1.097 -3.472 -0.39
C -0.568 -1.647 -4.118 -0.12
H -2.550 -0.731 -4.209 0.09
H -2.332 -1.879 -2.876 0.08
H -0.809 -2.511 -4.747 0.09
H -0.074 -0.904 -4.752 0.08
H 0.156 -1.988 -3.365 0.03
C -1.044 1.681 -3.469 -0.41
C -1.037 3.055 -2.802 -0.12
H -1.747 1.631 -4.297 0.10
H -0.045 1.434 -3.852 0.08
H -0.623 3.797 -3.490 0.09
H -2.039 3.379 -2.522 0.08
H -0.407 3.071 -1.905 0.06
N 1.108 8.479 6.799 0.18
C 0.751 7.487 6.183 -0.14
C 0.335 6.331 5.459 -0.23
C 1.209 5.705 4.561 0.00
C 0.805 4.580 3.842 0.00
C -0.489 4.045 4.000 -0.16
C -1.369 4.682 4.904 0.01
C -0.956 5.810 5.623 0.01
N -0.910 2.908 3.241 0.02
C -2.179 2.289 3.226 -0.02
C -2.158 1.303 2.325 -0.11
N -0.862 1.261 1.739 -0.25
C -0.167 2.222 2.333 -0.15
H 2.218 6.115 4.425 0.14
H 1.518 4.137 3.151 0.10
H -2.383 4.315 5.056 0.11
H -1.643 6.303 6.321 0.14
H -3.017 2.626 3.846 0.14
H -2.941 0.612 2.011 0.11
H 0.899 2.445 2.128 0.11
```

Computed properties:
LUMO energy = -6.381 eV
HOMO energy = -13.058 eV
frontier orbital gap = 6.68 eV
energy relative to the best compared isomer or geometry (same formula, charge and spin) = 160.9 kJ/mol
net charge = +2

---

[4]
This record from the Open Molecules 2025 dataset describes a structure of composition C5H5Br2F3NO2PtTe. The level of theory is ωB97M-V with the def2-TZVPD basis set.

```
20
Properties=species:S:1:pos:R:3:nbo_charge:R:1
Pt -0.124 -0.163 -0.289 0.92
Br 1.183 -0.254 -2.644 -0.60
C -1.598 -1.204 -1.302 -0.67
Br -2.749 -2.173 -0.022 -0.12
H -1.187 -1.971 -1.949 0.20
H -2.257 -0.547 -1.852 0.23
C 1.918 -4.155 0.502 -0.71
C 1.231 -2.894 0.282 0.42
N 0.700 -1.902 0.110 -0.33
H 1.192 -4.937 0.716 0.26
H 2.602 -4.057 1.342 0.26
H 2.480 -4.418 -0.393 0.26
F -2.612 4.148 -2.337 -0.32
C -2.117 3.571 -1.231 0.88
F -1.068 4.308 -0.827 -0.32
F -3.067 3.660 -0.270 -0.33
C -1.748 2.079 -1.479 0.70
O -2.217 1.530 -2.449 -0.61
O -1.004 1.657 -0.526 -0.71
Te 1.214 1.008 1.675 -0.40
```

Computed properties:
LUMO energy (spin up / spin down) = 2.269 / 1.658 eV
HOMO energy (spin up / spin down) = -4.265 / -4.206 eV
expectation value of S² = 2.0101
frontier orbital gap (spin up / spin down) = 6.53 / 5.86 eV
energy relative to the best compared isomer or geometry (same formula, charge and spin) = 0.0 kJ/mol
spin multiplicity = 3
net charge = -1

---

Which value of energy relative to the best compared isomer or geometry (same formula, charge and spin) does entry 1 give? 221.5 kJ/mol

---

Among the records above, which one has the highest energy relative to the best compared isomer or geometry (same formula, charge and spin)? C4H8O

---

What is the energy relative to the best compared isomer or geometry (same formula, charge and spin) in the first record? 221.5 kJ/mol

---

Repeat the fourth record exactly.
This record from the Open Molecules 2025 dataset describes a structure of composition C5H5Br2F3NO2PtTe. The level of theory is ωB97M-V with the def2-TZVPD basis set.

```
20
Properties=species:S:1:pos:R:3:nbo_charge:R:1
Pt -0.124 -0.163 -0.289 0.92
Br 1.183 -0.254 -2.644 -0.60
C -1.598 -1.204 -1.302 -0.67
Br -2.749 -2.173 -0.022 -0.12
H -1.187 -1.971 -1.949 0.20
H -2.257 -0.547 -1.852 0.23
C 1.918 -4.155 0.502 -0.71
C 1.231 -2.894 0.282 0.42
N 0.700 -1.902 0.110 -0.33
H 1.192 -4.937 0.716 0.26
H 2.602 -4.057 1.342 0.26
H 2.480 -4.418 -0.393 0.26
F -2.612 4.148 -2.337 -0.32
C -2.117 3.571 -1.231 0.88
F -1.068 4.308 -0.827 -0.32
F -3.067 3.660 -0.270 -0.33
C -1.748 2.079 -1.479 0.70
O -2.217 1.530 -2.449 -0.61
O -1.004 1.657 -0.526 -0.71
Te 1.214 1.008 1.675 -0.40
```

Computed properties:
LUMO energy (spin up / spin down) = 2.269 / 1.658 eV
HOMO energy (spin up / spin down) = -4.265 / -4.206 eV
expectation value of S² = 2.0101
frontier orbital gap (spin up / spin down) = 6.53 / 5.86 eV
energy relative to the best compared isomer or geometry (same formula, charge and spin) = 0.0 kJ/mol
spin multiplicity = 3
net charge = -1